--- w ---
The following is a quantum chemistry calculation of a structure of composition C22H30N4O4, from the OMol25 dataset.

Positions of all 60 atoms, in Å:
C -1.2876 -2.8340 0.4986
C -0.3022 -3.4578 1.4204
C -0.0968 -2.8678 2.7705
C -1.2094 -2.9705 3.6830
C -2.3349 -1.6800 3.7241
C -1.4040 -0.5424 4.2965
O -0.8778 -0.5121 5.4503
N -1.3934 0.4278 3.5219
C -1.7574 0.6850 2.1385
H -2.5902 1.4227 2.2334
C -0.4184 1.2617 1.5792
C -0.0257 2.1854 2.6728
C -0.5883 1.7363 4.0370
H 0.3995 1.0666 4.6878
C -1.4140 2.5048 4.9095
O -1.5422 3.6405 4.5596
N -1.5124 2.1402 6.2048
H -2.0449 2.5294 6.7945
H -1.3637 0.8892 6.4199
H -0.2987 3.2541 2.7836
H 1.0404 2.3825 2.6990
C -0.5537 2.1214 0.2442
C 0.1512 1.2710 -0.6386
N 0.9346 0.4306 -0.0725
O 0.3084 0.2633 1.2086
C 0.1116 1.5621 -2.0084
C 0.8623 0.8918 -2.8699
C 0.9394 0.7110 -4.2165
C 0.4086 1.9835 -4.8948
C -0.4007 2.8518 -4.0151
C -0.5722 2.5257 -2.6956
H -1.2270 3.3427 -2.1719
H -0.9612 3.5862 -4.5011
H 0.3100 2.1904 -5.9494
N 1.7315 0.0219 -5.0044
C 2.0031 -0.3046 -6.2572
O 1.3231 0.6295 -7.1537
C 3.1489 -1.2352 -6.6109
C 4.3601 -0.9410 -6.3232
H 4.5775 -0.8637 -5.3179
H 4.7622 0.1083 -6.6991
H 5.2788 -1.7469 -6.6729
H 2.6350 -2.1198 -6.2710
H 2.8469 -1.2542 -7.8097
H 2.1377 -0.8207 -4.5184
H 1.3403 -0.0396 -2.2388
H -0.3935 3.3455 0.4287
H -1.8222 2.3419 0.1731
H -1.9910 -0.2937 1.6604
H -2.8489 -2.1854 4.3541
H -2.6824 -1.6799 2.8099
H -1.7615 -3.9594 3.3940
H -0.8745 -3.2133 4.7846
H 0.1901 -1.6144 2.5456
H 0.9591 -3.0900 3.1885
H -0.2839 -4.5932 1.5517
H 0.6168 -3.3668 0.6685
H -1.0400 -1.8053 0.1471
H -1.4187 -3.4647 -0.4848
H -2.0836 -2.8486 1.1516

The lowest unoccupied orbital energy is -0.56 eV.

***

--- x ---
The following is a quantum chemistry calculation of the molecule C22H30N4O4, from the OMol25 dataset.

Positions of all 60 atoms, in Å:
C -5.9555 -3.7974 1.2301
C -5.0618 -2.5649 1.1527
C -5.7813 -1.2756 1.5576
C -6.9121 -0.8429 0.6220
C -6.4573 -0.4420 -0.7891
C -5.6110 0.8170 -0.7352
O -6.0931 1.9267 -0.7476
N -4.2718 0.5591 -0.6465
C -3.2086 1.4530 -0.5101
C -3.3730 2.8376 -0.5238
C -2.2687 3.6574 -0.3793
C -1.0006 3.1293 -0.2212
C -0.8257 1.7453 -0.2073
C 0.4858 1.1528 -0.0398
N 0.6783 -0.1084 -0.0443
O 1.9870 -0.4165 0.1385
C 2.7819 0.7872 0.2839
C 1.7666 1.9301 0.1647
C 3.5674 0.7206 1.5963
C 4.9060 0.0696 1.2508
C 6.0897 0.9479 1.7234
N 7.2636 0.3065 1.6676
O 5.9441 2.0883 2.1081
N 4.9201 -0.0447 -0.2072
C 5.7312 -0.9225 -0.8291
O 6.5534 -1.5766 -0.2021
C 5.5796 -1.0316 -2.3336
C 6.6485 -1.9400 -2.9279
C 3.8795 0.7663 -0.7891
C -1.9362 0.9171 -0.3529
H -6.7637 -3.7432 0.5052
H -6.3892 -3.8905 2.2231
H -5.3774 -4.6952 1.0234
H -4.2113 -2.7041 1.8242
H -4.6619 -2.4806 0.1395
H -6.2075 -1.4236 2.5527
H -5.0518 -0.4663 1.6390
H -7.4196 0.0152 1.0677
H -7.6426 -1.6485 0.5362
H -5.9186 -1.2594 -1.2688
H -7.3437 -0.2140 -1.3828
H -3.9945 -0.4127 -0.6251
H -4.3580 3.2557 -0.6433
H -2.4031 4.7286 -0.3898
H -0.1536 3.7879 -0.1088
H 1.7222 2.5356 1.0704
H 1.9771 2.5809 -0.6851
H 3.7630 1.7287 1.9700
H 3.0175 0.1572 2.3473
H 5.0234 -0.9317 1.6768
H 8.1070 0.8118 1.8869
H 7.3171 -0.5886 1.1892
H 4.5877 -1.4369 -2.5508
H 5.6459 -0.0331 -2.7715
H 6.5963 -2.9250 -2.4724
H 7.6380 -1.5333 -2.7361
H 6.5084 -2.0371 -4.0015
H 4.2458 1.7850 -0.9697
H 3.5037 0.3400 -1.7187
H -1.7825 -0.1514 -0.3368

The lowest unoccupied orbital energy is 0.51 eV. As for the structure (SMILES): CCCCCC(=O)Nc1cccc(C2=NO[C@@]3(C2)C[C@H](C(N)=O)N(C(=O)CC)C3)c1.

***

Stability ranking, top and bottom: x is the most stable and w is the least stable.

***

--- w ---
The following is a quantum chemistry calculation of the molecule C4H7ClN2O2, from the OMol25 dataset.

Positions of all 16 atoms, in Å:
C 2.1518 0.0187 -1.3163
C 1.1634 -0.4374 -0.2026
O 1.4573 -1.0493 0.8328
N -0.1681 0.0484 -0.2849
C -1.1746 -0.5273 0.5230
C -1.5256 0.4380 1.6371
Cl -2.5568 -0.6639 2.6446
N -0.6925 0.6710 -1.3779
O 0.1397 1.3165 -2.0425
H 3.1874 -0.2542 -0.8549
H 1.9876 1.1265 -1.7160
H 1.9817 -0.6322 -2.2271
H -2.2067 -0.5884 0.0047
H -1.0768 -1.6116 0.9918
H -2.0875 1.3470 1.0313
H -0.5803 0.7981 2.3568

The lowest unoccupied orbital energy is -0.73 eV. As for the structure (SMILES): CC(=O)N(CCCl)N=O.

***

--- x ---
The following is a quantum chemistry calculation of the molecule C4H7ClN2O2, from the OMol25 dataset.

Positions of all 16 atoms, in Å:
C 0.9335 1.4677 3.1977
C 0.6947 0.9486 1.9425
O 0.2382 1.7077 0.8113
N -0.1167 1.1163 -0.4222
O -0.5402 1.8778 -1.2666
N 0.1951 -0.0846 -0.4939
C 0.0538 -0.7406 -1.7531
C -1.1523 -1.7772 -1.6790
Cl -0.8702 -3.0992 -0.5150
H 1.3910 0.7425 3.8208
H 0.9364 2.5388 3.4654
H 0.7656 -0.0137 1.5435
H -0.1617 0.0060 -2.6239
H 1.0751 -1.2715 -2.0152
H -1.3893 -2.0701 -2.7193
H -2.0529 -1.3486 -1.2931

The lowest unoccupied orbital energy is 0.40 eV. As for the structure (SMILES): C=CO/[N+]([O-])=N/CCCl.

***

Stability ranking, top and bottom: w is the most stable and x is the least stable.

***

--- w ---
The following is a quantum chemistry calculation of a structure of composition C5H7NO4S, from the OMol25 dataset.

Positions of all 18 atoms, in Å:
C -0.4999 2.5850 -0.0651
C -0.6884 0.6217 1.6356
C 1.1010 0.1220 -1.8347
C -0.6738 1.1379 0.2189
C -1.8927 0.3498 2.6456
N -0.3647 3.6882 -0.3882
O -0.0941 -0.5548 1.3880
O 1.9045 0.7148 0.6808
O 1.2631 -1.5631 -0.2343
O -2.3040 1.1181 3.4376
S 0.8148 -0.0270 0.0554
H -0.0241 1.3460 2.2159
H 1.9628 -0.5338 -2.0047
H 0.2713 -0.4877 -2.1675
H 1.2005 1.1029 -2.3400
H -1.5381 0.7477 -0.2491
H -2.3189 -0.5992 2.3624
H 1.6176 -1.6942 0.6578

The lowest unoccupied orbital energy is -0.31 eV.

***

--- x ---
The following is a quantum chemistry calculation of the molecule C5H7NO4S, from the OMol25 dataset.

Positions of all 18 atoms, in Å:
C -0.0149 -0.8898 -0.1182
C 3.1413 -0.4756 0.2139
C -0.1052 0.5783 -0.5107
C 1.1850 1.0403 -1.1615
C -0.7317 -1.2741 1.1389
N 3.8771 -1.3627 0.0640
O 4.5430 -2.3236 -0.0169
O 3.5502 1.9739 -0.3506
O 0.6250 -1.6658 -0.7834
O 1.8676 1.4471 1.3784
S 2.4759 1.1514 0.1156
H -0.9323 0.6819 -1.2197
H -0.3127 1.1934 0.3625
H 1.5370 0.3417 -1.9160
H 1.1031 2.0413 -1.5780
H -1.7914 -1.0387 1.0684
H -0.3179 -0.7009 1.9660
H -0.6012 -2.3353 1.3309

The lowest unoccupied orbital energy is 0.44 eV.

***

Stability ranking, top and bottom: x is the most stable and w is the least stable.

***

--- w ---
The following is a quantum chemistry calculation of a cluster of 2 separate species, C5H15N3 in total, from the OMol25 dataset.

Positions of all 23 atoms, in Å:
C 0.4358 1.5944 -2.9937
C 0.1729 1.0810 -0.6698
C -1.4648 0.5118 1.4161
C -0.2121 -1.6968 1.9301
C -0.6477 -0.7723 0.8837
N 0.4809 0.7830 -2.0083
N 1.3442 -0.9774 -0.5110
N 0.4462 -0.1188 0.1082
H 0.0578 2.6158 -2.8865
H 0.8455 1.4093 -3.9499
H 0.8019 1.9811 -0.3336
H -0.9374 1.3803 -0.5933
H -0.7076 1.3365 1.5880
H -2.0532 0.8543 0.5620
H -2.0324 0.2498 2.2805
H 0.1246 -1.2810 2.8728
H 0.4627 -2.5781 1.6617
H -1.1288 -2.3388 2.1881
H -1.3080 -1.3402 0.0959
H 0.9951 -0.1263 -2.2611
H 0.9333 -1.9649 -0.4453
H 2.2695 -1.0129 -0.1746
H 1.1216 0.4102 1.2401

The lowest unoccupied orbital energy is -9.24 eV. Its total charge is +2.

***

--- x ---
The following is a quantum chemistry calculation of the ion C5H15N3 with charge +2, from the OMol25 dataset.

Positions of all 23 atoms, in Å:
C 1.7302 0.1843 1.9381
C 0.3978 0.7283 1.4342
N -0.4750 1.1697 2.6215
C -0.4689 -0.2585 0.6102
C 0.2112 -0.9320 -0.5890
N -0.1050 -0.2559 -1.8773
C -0.8477 -0.8485 -2.7941
N -1.1089 -0.3514 -3.9643
H 1.9932 -0.7670 1.4887
H 2.5396 0.8795 1.7310
H 1.7003 -0.0352 3.0052
H 0.5302 1.6437 0.8638
H -0.8636 2.1082 2.4865
H 0.1468 1.3152 3.4141
H -1.1939 0.4887 2.8560
H -0.8016 -1.0399 1.2996
H -1.3483 0.2887 0.2663
H 1.2969 -0.8875 -0.4946
H -0.0645 -1.9709 -0.7174
H 0.3495 0.6090 -2.1488
H -1.2495 -1.7965 -2.5159
H -0.6999 0.5324 -4.2408
H -1.6688 -0.8046 -4.6730

The lowest unoccupied orbital energy is -6.41 eV. Its total charge is +2. As for the structure (SMILES): C[C@H]([NH3+])CC/[NH+]=C/N.

***

Stability ranking, top and bottom: x is the most stable and w is the least stable.